(one)
{"formula": "C3H7BrO", "method": "ωB97M-V with the def2-TZVPD basis set", "species": ["H", "H", "Br", "C", "C", "H", "H", "H", "O", "H", "C", "H"], "xyz": [[-0.0383, 0.5606, 1.8390], [1.4701, -0.3895, 1.6393], [1.6553, -1.6742, -2.6315], [0.7911, 0.3637, 1.1877], [-0.0388, -0.3610, 0.1092], [-2.0071, -0.0039, -0.6940], [-1.4970, 1.1459, 0.5320], [-0.6340, 1.1797, -1.1589], [0.2269, -1.1093, -1.8764], [1.3759, 1.1708, 0.9626], [-1.1133, 0.5040, -0.3405], [-0.1910, -1.3868, 0.4316]], "nbo_charge": [0.24, 0.22, 0.30, -0.66, 0.24, 0.24, 0.22, 0.27, -0.81, 0.23, -0.71, 0.21], "charge": 0, "gap_ev": 7.743, "spin_multiplicity": 1}

(two)
{"formula": "C3H7BrO", "method": "ωB97M-V with the def2-TZVPD basis set", "species": ["H", "C", "H", "H", "H", "Br", "H", "O", "C", "H", "C", "H"], "xyz": [[-2.5488, -1.1352, -0.3979], [-1.4096, -1.1571, -0.1050], [1.7021, -0.8480, -0.2954], [-0.8745, -0.9556, -0.9761], [-1.0219, -2.0596, 0.3366], [4.2218, -0.2952, 0.0229], [2.7875, 2.0582, -0.0255], [-1.0872, 0.0026, 0.6936], [1.9605, 1.3526, -0.0245], [0.8195, 1.5653, -0.0403], [2.3444, 0.1051, -0.0311], [-1.5058, 0.6868, 0.1594]], "nbo_charge": [0.17, -0.25, 0.23, 0.16, 0.19, 0.01, 0.22, -0.72, -0.44, 0.23, -0.26, 0.46], "charge": 0, "smiles": "C=CBr.CO", "gap_ev": 10.279, "spin_multiplicity": 1}

Least stable of them? (one).

(one)
{"formula": "C2H2O3", "method": "ωB97M-V with the def2-TZVPD basis set", "species": ["H", "C", "O", "O", "O", "H", "C"], "xyz": [[0.3970, 0.2010, 2.4040], [-0.5773, -0.5702, -1.5776], [-0.3014, 0.1010, 0.4139], [-1.6601, -0.2194, -1.7799], [0.4512, -1.0851, -1.4884], [1.2091, 1.1148, 0.7674], [0.4814, 0.4578, 1.2607]], "nbo_charge": [0.14, 1.05, -0.54, -0.53, -0.54, 0.14, 0.27], "charge": 0, "smiles": "O=C=O.C=O", "gap_ev": 11.103, "spin_multiplicity": 1}

(two)
{"formula": "C2H2O3", "method": "ωB97M-V with the def2-TZVPD basis set", "species": ["O", "O", "H", "C", "H", "C", "O"], "xyz": [[-1.1361, -1.5135, -2.3387], [-0.0882, -0.0844, 0.4853], [-0.7055, -2.0173, 0.7085], [-0.3401, -1.1466, 1.2672], [-0.8396, -1.1059, 2.1602], [-2.2369, -1.4066, -2.1677], [0.8942, -0.6710, 1.1780]], "nbo_charge": [-0.49, -0.24, 0.14, 0.20, 0.15, 0.49, -0.24], "charge": 0, "gap_ev": 11.144, "spin_multiplicity": 1}

(three)
{"formula": "C2H2O3", "method": "ωB97M-V with the def2-TZVPD basis set", "species": ["H", "C", "O", "H", "O", "O", "C"], "xyz": [[2.0483, -0.6841, 1.0660], [0.2630, 0.4422, -0.2861], [1.3693, 1.3083, 0.1657], [-1.2659, 1.6132, -0.9966], [-1.2873, 0.8465, -0.3101], [1.0584, -0.4066, -1.0248], [1.4046, -0.1152, 0.4092]], "nbo_charge": [0.25, 0.70, -0.51, 0.49, -0.65, -0.50, 0.22], "charge": 0, "smiles": "O[C@]12O[C@H]1O2", "gap_ev": 10.051, "spin_multiplicity": 1}

Least stable of them? (three).

(one)
{"formula": "C3H5N3S", "method": "ωB97M-V with the def2-TZVPD basis set", "species": ["N", "C", "H", "H", "N", "C", "H", "H", "H", "S", "C", "N"], "xyz": [[1.4554, 0.2242, -1.2650], [-0.4414, 1.1219, -0.0212], [-0.7247, -2.4590, 0.0639], [-2.4416, 1.2982, -0.2693], [1.5241, 0.2068, 1.3751], [-1.7146, 0.7057, 0.0852], [1.8714, -0.5534, -1.7974], [0.0807, 2.0654, -0.1850], [2.1656, -0.4299, 1.8776], [0.7128, -0.1271, 0.0843], [-0.6916, -1.3490, -0.0473], [-1.7962, -0.7037, 0.0990]], "nbo_charge": [-1.11, -0.39, 0.24, 0.21, -1.11, -0.06, 0.38, 0.27, 0.40, 1.68, -0.14, -0.37], "charge": 0, "smiles": "N=S1(=N)C=CN=C1", "gap_ev": 8.343, "spin_multiplicity": 1}

(two)
{"formula": "C3H5N3S", "method": "ωB97M-V with the def2-TZVPD basis set", "species": ["H", "C", "H", "N", "C", "H", "S", "H", "H", "C", "N", "N"], "xyz": [[1.7078, 0.1935, -2.1109], [-0.8576, -0.4050, 1.3290], [-2.7069, 1.8096, -0.0809], [-1.0812, 0.6935, 0.5967], [-2.0527, 1.7423, 0.7877], [-1.4179, -0.6603, 2.2239], [1.8233, -0.8554, -1.2934], [-1.5572, 2.6999, 0.9405], [-2.6430, 1.4956, 1.6744], [0.4970, -0.3588, -0.2507], [-0.2093, 0.7410, -0.4365], [0.1368, -1.1092, 0.8185]], "nbo_charge": [0.14, 0.19, 0.22, -0.18, -0.40, 0.21, 0.05, 0.22, 0.21, 0.16, -0.32, -0.49], "charge": 0, "smiles": "Cn1cnc(S)n1", "gap_ev": 9.537, "spin_multiplicity": 1}

Least stable of them? (one).